# 1
{
  "formula": "H2N3O2S",
  "method": "the ωB97M-V functional and the def2-TZVPD basis",
  "homo_lumo_gap_ev": [6.503, 6.459],
  "total_charge": -1,
  "spin_multiplicity": 1,
  "relative_energy_ev": 3.710,
  "energy_ha": -713.95090,
  "elements": ["N", "N", "N", "O", "O", "S", "H", "H"],
  "xyz": [[0.245, 1.312, -0.590], [0.462, 0.121, -0.752], [1.475, -0.621, -0.262], [-1.182, -0.786, 0.037], [1.501, -1.800, -0.404], [2.824, 0.306, 0.230], [0.852, 1.686, 0.262], [-1.753, -0.141, -0.433]],
  "mulliken_charge": [-0.52, 0.11, 0.67, -0.80, -0.53, -0.41, 0.20, 0.27]
}

---

# 2
{
  "formula": "H18NO12",
  "method": "the ωB97M-V functional and the def2-TZVPD basis",
  "homo_lumo_gap_ev": 9.916,
  "total_charge": -1,
  "spin_multiplicity": 1,
  "relative_energy_ev": 4.362,
  "energy_ha": -968.31103,
  "elements": ["N", "O", "O", "O", "O", "H", "H", "O", "H", "H", "O", "H", "H", "O", "H", "H", "O", "H", "H", "O", "H", "H", "O", "H", "H", "O", "H", "H", "O", "H", "H"],
  "xyz": [[0.232, 0.232, 0.730], [-0.748, -0.392, 0.248], [1.083, -0.313, 1.572], [0.526, 1.391, 0.193], [-0.673, -3.344, -0.297], [-0.497, -2.431, -0.046], [-1.259, -3.767, 0.370], [-1.041, 1.667, -2.205], [-0.451, 1.394, -2.825], [-1.123, 0.955, -1.662], [-0.162, 3.022, 2.188], [0.279, 3.818, 1.969], [0.336, 2.556, 1.444], [3.207, -0.589, 3.324], [2.387, -0.338, 2.615], [3.566, -1.434, 2.974], [-2.858, -0.299, 2.578], [-2.161, -0.403, 2.117], [-3.337, -1.088, 2.305], [1.842, 2.991, -1.735], [1.514, 2.698, -0.938], [1.458, 2.459, -2.372], [-0.730, -2.049, -3.002], [-1.182, -1.639, -2.413], [-0.942, -2.949, -2.994], [-2.775, -0.653, -1.624], [-3.823, -0.885, -1.674], [-2.581, -0.563, -0.655], [3.251, -0.308, -0.363], [4.010, 0.168, -0.064], [2.650, 0.093, 0.242]],
  "mulliken_charge": [0.70, -0.50, -0.73, -0.60, -0.66, 0.37, 0.28, -0.56, 0.27, 0.28, -0.63, 0.29, 0.31, -0.69, 0.49, 0.29, -0.58, 0.25, 0.30, -0.59, 0.42, 0.25, -0.55, 0.34, 0.26, -0.68, 0.28, 0.34, -0.57, 0.31, 0.30]
}

---

# 3
{
  "formula": "C21H19ClCoN3O2S",
  "method": "the ωB97M-V functional and the def2-TZVPD basis",
  "homo_lumo_gap_ev": [7.776, 5.774],
  "s_squared": 6.04,
  "total_charge": 2,
  "spin_multiplicity": 5,
  "relative_energy_ev": 0.118,
  "energy_ha": -3367.05759,
  "elements": ["Co", "Cl", "C", "C", "C", "C", "O", "C", "C", "N", "C", "C", "C", "C", "C", "C", "C", "C", "N", "C", "C", "H", "H", "H", "H", "H", "H", "H", "H", "H", "H", "S", "C", "C", "N", "C", "H", "H", "H", "C", "C", "O", "H", "H", "H", "H", "H", "H"],
  "xyz": [[0.236, -0.669, -0.075], [5.801, 4.056, -1.078], [4.754, 2.744, -0.923], [5.265, 1.427, -0.894], [4.405, 0.383, -0.775], [2.981, 0.581, -0.663], [2.234, -0.428, -0.571], [2.477, 1.942, -0.694], [1.060, 2.273, -0.643], [0.118, 1.450, -0.383], [-1.233, 1.886, -0.411], [-1.662, 3.177, -0.232], [-3.028, 3.498, -0.348], [-3.945, 2.529, -0.646], [-3.537, 1.184, -0.799], [-4.440, 0.135, -1.093], [-3.972, -1.143, -1.200], [-2.606, -1.383, -0.988], [-1.732, -0.435, -0.721], [-2.177, 0.856, -0.647], [3.366, 2.978, -0.834], [6.333, 1.275, -0.970], [4.757, -0.640, -0.756], [0.838, 3.314, -0.880], [-0.967, 3.970, 0.012], [-3.341, 4.523, -0.206], [-4.993, 2.774, -0.757], [-5.489, 0.364, -1.231], [-4.626, -1.972, -1.428], [-2.225, -2.394, -1.029], [3.022, 4.004, -0.879], [-0.374, 0.258, 4.351], [0.117, -1.361, 4.130], [0.323, -1.609, 2.815], [0.095, -0.532, 1.989], [-0.280, 0.518, 2.686], [0.230, -2.038, 4.961], [0.644, -2.546, 2.390], [-0.518, 1.470, 2.239], [-0.707, -4.469, -0.273], [0.749, -4.104, -0.304], [0.921, -2.650, -0.270], [-0.796, -5.553, -0.196], [-1.209, -4.171, -1.194], [-1.214, -4.038, 0.592], [1.227, -4.468, -1.212], [1.280, -4.509, 0.559], [1.835, -2.457, -0.520]],
  "mulliken_charge": [0.63, -0.08, 0.19, -0.61, -0.56, 0.24, -0.63, 0.20, 0.13, 0.38, -0.22, -0.29, -1.13, -0.84, 0.91, -0.55, -0.92, 0.37, -0.22, 0.86, -0.79, 0.46, 0.46, 0.43, 0.46, 0.42, 0.44, 0.47, 0.44, 0.08, 0.48, -0.05, -0.27, -0.67, 0.42, -0.21, 0.45, 0.38, 0.35, -1.23, -0.30, -0.19, 0.47, 0.30, 0.31, 0.41, 0.34, 0.28]
}

---

# 4
{
  "formula": "C5H8O2",
  "method": "the ωB97M-V functional and the def2-TZVPD basis",
  "homo_lumo_gap_ev": 10.170,
  "total_charge": 0,
  "spin_multiplicity": 1,
  "relative_energy_ev": 1.342,
  "smiles": "O=C1CC[C@@H]1CO",
  "energy_ha": -345.75562,
  "elements": ["O", "C", "C", "C", "C", "C", "O", "H", "H", "H", "H", "H", "H", "H", "H"],
  "xyz": [[-1.399, 0.032, 2.000], [-0.949, -0.568, 0.811], [0.491, -0.133, 0.573], [0.963, -0.632, -0.816], [0.479, 0.704, -1.437], [0.510, 1.281, -0.023], [0.611, 2.388, 0.428], [-2.258, -0.346, 2.221], [-1.554, -0.252, -0.062], [-1.006, -1.666, 0.858], [1.114, -0.313, 1.454], [2.046, -0.764, -0.875], [0.476, -1.542, -1.180], [-0.574, 0.610, -1.729], [1.050, 1.201, -2.223]],
  "mulliken_charge": [-0.51, -0.57, 0.09, -0.67, -0.59, 0.33, -0.56, 0.31, 0.23, 0.36, 0.44, 0.29, 0.29, 0.22, 0.34]
}